Entry 1:
Density functional theory data (ωB97M-V/def2-TZVPD) for a cluster of 3 separate species, C13H25N2O8 in total.

As for the multiplicity: 1. The LUMO energy comes out at 2.3 eV. The calculated total energy is -1221.72447 Eh. The maximum force comes out at 0.3 eV Å⁻¹. The net charge is -1. The calculation puts the HOMO-LUMO gap at 0.16426 Eh. For the HOMO energy, the calculation gives -2.17 eV.

CARTESIAN COORDINATES (ANGSTROEM)
C: 2.397618 1.442925 -0.882273
C: 2.844028 2.852582 -0.544103
O: 2.913547 2.938217 0.887179
C: 1.956812 3.972471 -1.130969
N: 0.681059 4.253964 -0.510081
C: -0.275052 3.150182 -0.443940
C: -1.688889 3.645179 -0.156798
O: -2.519932 2.622845 0.284902
N: -2.611374 1.595179 -0.822577
H: 2.218177 1.352511 -1.955442
H: 3.150390 0.706766 -0.601599
H: 1.467191 1.206398 -0.370689
H: 3.857216 3.009138 -0.943557
H: 2.972499 3.862342 1.134006
H: 1.783037 3.725596 -2.184454
H: 2.542652 4.900918 -1.123492
H: 0.809466 4.664825 0.406422
H: -0.267410 2.635990 -1.406716
H: -0.032431 2.400955 0.320254
H: -1.642326 4.393567 0.655166
H: -2.092750 4.136981 -1.056264
H: -3.624197 1.646600 -0.986172
C: 2.429262 -5.244483 -0.904346
C: 3.401903 -4.095348 -0.884523
C: 2.887127 -2.815800 -0.244709
O: 3.527432 -1.798581 -1.014941
C: 3.859333 -2.307133 -2.221889
O: 4.259315 -1.676003 -3.144129
O: 3.682249 -3.652353 -2.225356
H: 2.878828 -6.133907 -1.342018
H: 2.120497 -5.479402 0.116009
H: 1.545023 -4.971244 -1.480064
H: 4.358011 -4.386861 -0.438837
H: 3.159352 -2.688681 0.799239
H: 1.804982 -2.717491 -0.363630
C: -2.778310 -0.706938 1.241720
C: -4.198571 -0.828713 1.703383
C: -4.414348 -1.480162 3.058617
O: -5.671055 -2.154257 2.914779
C: -5.875660 -2.374457 1.589280
O: -6.758820 -3.058576 1.166091
O: -4.967788 -1.729975 0.852608
H: -2.700546 -0.050940 0.343300
H: -2.206408 -0.205948 2.029193
H: -2.352725 -1.701266 1.075592
H: -4.703478 0.140394 1.659270
H: -4.486661 -0.774953 3.882541
H: -3.638298 -2.223035 3.263997

Force components x, y, z for each atom (eV/Å):
C -0.064 0.013 -0.040
C -0.062 0.051 0.182
O 0.025 -0.202 -0.092
C 0.010 -0.101 -0.016
N 0.027 0.069 0.038
C 0.000 -0.101 -0.149
C -0.010 0.013 0.140
O 0.023 -0.201 -0.180
N -0.162 0.192 0.168
H 0.058 -0.016 0.013
H 0.035 0.089 0.019
H 0.036 -0.029 -0.012
H -0.036 -0.027 -0.089
H 0.029 0.199 0.025
H 0.007 0.027 0.014
H -0.018 -0.006 0.028
H -0.014 -0.044 0.003
H -0.073 -0.019 0.052
H 0.002 0.092 0.031
H 0.014 -0.022 -0.046
H 0.018 -0.023 0.014
H 0.045 0.050 -0.129
C -0.038 0.036 0.048
C 0.092 0.045 -0.014
C -0.151 0.018 -0.068
O 0.064 0.060 -0.078
C 0.022 -0.088 0.031
O 0.005 -0.007 0.026
O 0.017 0.007 -0.011
H -0.001 0.008 -0.027
H 0.006 -0.024 -0.010
H -0.008 -0.012 0.011
H -0.031 -0.037 0.021
H 0.024 -0.033 -0.001
H 0.003 0.017 0.047
C 0.068 -0.014 0.024
C -0.141 0.070 0.035
C 0.042 -0.045 -0.032
O 0.011 -0.043 -0.039
C -0.079 0.018 0.040
O 0.045 0.003 0.003
O 0.018 -0.004 -0.021
H 0.070 -0.038 0.054
H 0.017 0.004 -0.014
H -0.005 0.005 0.008
H 0.048 0.010 -0.030
H 0.014 0.026 -0.019
H -0.003 0.014 0.040

Quick look at the natural (NBO) charges, all values in e:
1. C -0.635
2. C 0.084
3. O -0.732
4. C -0.233
5. N -0.632
6. C -0.259
7. C -0.043
8. O -0.521
9. N -0.841
10. H 0.212
11. H 0.213
12. H 0.229
13. H 0.143
14. H 0.455
15. H 0.193
16. H 0.175
17. H 0.339
18. H 0.210
19. H 0.167
20. H 0.132
21. H 0.146
22. H 0.264
23. C -0.625
24. C 0.067
25. C -0.095
26. O -0.487
27. C 0.973
28. O -0.572
29. O -0.502
30. H 0.223
31. H 0.219
32. H 0.227
33. H 0.176
34. H 0.204
35. H 0.194
36. C -0.688
37. C 0.070
38. C -0.093
39. O -0.510
40. C 0.972
41. O -0.610
42. O -0.487
43. H 0.330
44. H 0.208
45. H 0.185
46. H 0.192
47. H 0.195
48. H 0.171


Entry 2:
Density functional theory data (ωB97M-V/def2-TZVPD) for a structure of composition C21H23O8S3Tc.

As for the multiplicity: 4. The LUMO energy (spin up / spin down) comes out at -3.2 / -5.9 eV. The calculated total energy is -2690.99154 Eh. The maximum force comes out at 2.9 eV Å⁻¹. The net charge is +1. The calculation puts the HOMO-LUMO gap (spin up / spin down) at 0.28361 / 0.18457 Eh. Its expectation value of S² is 3.764. For the HOMO energy (spin up / spin down), the calculation gives -10.88 / -10.89 eV.

CARTESIAN COORDINATES (ANGSTROEM)
Tc: 0.481659 1.022510 0.936037
C: -0.075569 -2.021071 2.310943
O: 0.803992 -1.139352 1.636439
C: 2.156459 -1.577683 1.654184
C: 2.974158 -0.668634 0.732314
O: 2.626686 0.703109 0.853692
C: 3.207120 1.479980 1.893671
C: 2.423737 1.428901 3.208625
O: 1.063710 1.734982 2.932713
C: 0.213436 1.683819 4.070802
H: -0.070566 -3.005332 1.835320
H: -1.071092 -1.593309 2.234526
H: 0.208413 -2.128013 3.364100
H: 2.221231 -2.603984 1.271132
H: 2.533174 -1.558760 2.688188
H: 2.729879 -0.912494 -0.308056
H: 4.046383 -0.815593 0.896244
H: 3.175197 2.504712 1.510511
H: 4.246235 1.184015 2.062001
H: 2.839216 2.179843 3.891458
H: 2.485515 0.440753 3.684320
H: 0.571117 2.365988 4.846376
H: 0.153571 0.670667 4.482106
H: -0.779833 1.998500 3.750301
O: -2.888024 3.331699 1.265547
C: -1.844735 2.783042 1.129823
O: -1.435389 1.610355 1.317932
C: -0.517388 3.749399 0.622876
O: -0.708857 4.916549 0.521109
O: 0.469951 2.993823 0.489210
O: 0.155751 0.263657 -0.792852
C: -0.725230 -0.357585 -1.659234
C: -1.931399 -0.936310 -0.949072
C: -2.291232 -2.248347 -0.806586
C: -3.550488 -2.406683 -0.195309
C: -4.124473 -1.213554 0.121091
S: -3.148036 0.122798 -0.300757
C: -1.185624 0.645258 -2.698007
C: -0.541712 1.775865 -3.093306
C: -1.243964 2.468189 -4.104194
C: -2.393621 1.841691 -4.464410
S: -2.661974 0.402379 -3.571525
C: 0.017691 -1.476767 -2.356134
C: 0.056343 -1.805980 -3.672608
C: 0.846205 -2.950388 -3.929519
C: 1.394811 -3.474863 -2.807764
S: 0.966309 -2.573213 -1.403857
H: -1.705307 -3.073981 -1.161666
H: -4.017485 -3.361341 -0.033817
H: -5.072636 -1.037800 0.586825
H: 0.395488 2.098448 -2.672855
H: -0.903927 3.386951 -4.546261
H: -3.108417 2.125213 -5.209884
H: -0.471650 -1.272209 -4.440935
H: 0.994018 -3.354922 -4.912946
H: 2.011177 -4.344928 -2.708861

Force components x, y, z for each atom (eV/Å):
Tc -1.424 0.381 -1.156
C -0.634 -0.346 0.328
O 0.199 0.993 -0.374
C 0.661 0.234 0.022
C -0.107 -1.094 -0.379
O -0.809 0.214 0.088
C 0.131 0.799 0.641
C 0.750 -0.310 -0.075
O 0.067 -0.118 -0.819
C -0.699 0.038 0.621
H 0.055 0.118 -0.059
H -0.071 -0.026 -0.007
H 0.035 0.077 -0.105
H -0.029 0.153 0.086
H -0.117 -0.068 -0.153
H 0.134 0.048 0.248
H -0.128 0.118 0.028
H 0.127 -0.113 0.079
H -0.113 -0.006 -0.058
H -0.068 -0.119 -0.068
H -0.033 0.149 -0.019
H 0.089 -0.029 -0.178
H 0.108 0.038 -0.132
H 0.148 -0.054 0.028
O 0.346 -0.406 -0.054
C -0.967 1.887 -0.136
O 1.495 -2.060 0.519
C -1.736 1.592 0.231
O 0.276 -0.634 -0.032
O 2.058 -1.947 -0.338
O 1.584 1.306 2.081
C -1.095 -0.516 -0.901
C -0.130 0.212 0.320
C 0.075 0.362 -0.118
C -0.281 0.138 0.140
C 0.090 0.110 0.085
S -0.105 -0.902 -0.313
C -0.321 -0.092 0.051
C -0.045 -0.222 0.225
C -0.161 0.109 -0.267
C -0.022 -0.276 0.050
S 0.498 0.394 0.003
C 0.292 0.047 0.282
C -0.093 0.158 0.288
C 0.167 -0.267 0.110
C -0.034 0.053 0.214
S -0.098 -0.076 -0.601
H 0.135 -0.133 -0.139
H -0.115 -0.133 0.084
H -0.262 -0.009 0.133
H 0.124 0.032 0.070
H 0.024 0.172 -0.088
H -0.138 0.174 -0.181
H -0.083 0.191 -0.084
H 0.050 -0.147 -0.183
H 0.204 -0.191 -0.039

Quick look at the natural (NBO) charges, all values in e:
1. Tc 1.507
2. C -0.249
3. O -0.547
4. C -0.098
5. C -0.110
6. O -0.498
7. C -0.103
8. C -0.098
9. O -0.536
10. C -0.258
11. H 0.209
12. H 0.225
13. H 0.186
14. H 0.227
15. H 0.184
16. H 0.248
17. H 0.217
18. H 0.236
19. H 0.224
20. H 0.226
21. H 0.189
22. H 0.212
23. H 0.191
24. H 0.230
25. O -0.445
26. C 0.717
27. O -0.617
28. C 0.728
29. O -0.438
30. O -0.604
31. O -0.655
32. C 0.126
33. C -0.247
34. C -0.241
35. C -0.270
36. C -0.395
37. S 0.491
38. C -0.220
39. C -0.244
40. C -0.254
41. C -0.396
42. S 0.467
43. C -0.177
44. C -0.228
45. C -0.239
46. C -0.395
47. S 0.368
48. H 0.237
49. H 0.235
50. H 0.246
51. H 0.231
52. H 0.234
53. H 0.246
54. H 0.246
55. H 0.238
56. H 0.243


Entry 3:
Density functional theory data (ωB97M-V/def2-TZVPD) for an isolated molecule of FHOS.

As for the multiplicity: 1. The LUMO energy comes out at -1.1 eV. The calculated total energy is -573.77744 Eh. The maximum force comes out at 2.3 eV Å⁻¹. The calculation puts the HOMO-LUMO gap at 0.26995 Eh. For the HOMO energy, the calculation gives -8.41 eV.

CARTESIAN COORDINATES (ANGSTROEM)
H: -0.909116 0.534137 -0.020012
O: 1.029356 -0.220578 1.009267
F: -1.067792 -0.239802 -0.509360
S: 0.947553 -0.073757 -0.479896

Force components x, y, z for each atom (eV/Å):
H -0.660 0.617 0.403
O 0.268 0.090 -0.735
F -1.723 -0.488 -0.474
S 2.114 -0.218 0.806

Quick look at the natural (NBO) charges, all values in e:
1. H 0.586
2. O -0.800
3. F -0.480
4. S 0.694


Entry 4:
Density functional theory data (ωB97M-V/def2-TZVPD) for a structure of composition CH3IN4.

As for the multiplicity: 1. The LUMO energy comes out at -0.9 eV. The calculated total energy is -556.42340 Eh. The maximum force comes out at 4.1 eV Å⁻¹. The calculation puts the HOMO-LUMO gap at 0.29430 Eh. For the HOMO energy, the calculation gives -8.86 eV.

CARTESIAN COORDINATES (ANGSTROEM)
C: 0.638240 -0.310096 1.046052
N: -1.194338 -0.360705 0.769813
N: -1.489260 -0.077118 -0.312766
N: 1.227364 0.001801 -0.071470
N: -0.830782 0.287925 -1.236479
I: -1.206866 0.395766 -3.145297
H: 0.535216 0.546840 1.786564
H: 0.680320 -1.402009 1.369837
H: 1.640107 0.917596 -0.206255

Force components x, y, z for each atom (eV/Å):
C 1.052 0.989 0.884
N -2.441 -0.859 2.470
N 0.200 -0.889 1.692
N 0.344 -1.538 -0.904
N 2.474 1.861 -2.744
I -0.584 -0.049 -1.253
H 0.119 -1.550 -0.177
H -0.225 1.642 -0.286
H -0.939 0.393 0.317

Quick look at the natural (NBO) charges, all values in e:
1. C -0.149
2. N -0.105
3. N 0.161
4. N -0.606
5. N -0.448
6. I 0.394
7. H 0.186
8. H 0.210
9. H 0.357